Density functional theory data (ωB97M-V with the def2-TZVPD basis set) for a structure of composition C28H20N5O3SSn.

Each line ends with the Löwdin charge.
CARTESIAN COORDINATES (ANGSTROEM)
1 Sn -0.309 -1.580 -0.880  1.40
2 C -2.346 3.046 -3.076  0.00
3 O -1.752 2.729 -1.795  -0.04
4 C -2.438 2.981 -0.701  -0.20
5 C -3.780 3.375 -0.677  0.03
6 C -4.394 3.622 0.529  0.03
7 C -3.721 3.505 1.769  -0.02
8 C -2.417 3.136 1.778  0.03
9 C -1.744 2.853 0.549  -0.15
10 N -0.443 2.529 0.485  0.21
11 N 0.293 2.604 1.474  0.16
12 C 0.905 1.952 2.368  -0.06
13 C 0.647 0.455 2.465  -0.31
14 O 0.156 -0.140 1.506  -0.11
15 C 1.026 -0.165 3.705  -0.01
16 C 1.741 0.518 4.628  0.06
17 C 2.189 1.886 4.460  -0.16
18 C 2.991 2.492 5.420  0.02
19 C 3.412 3.805 5.249  -0.01
20 C 3.027 4.517 4.122  -0.01
21 C 2.214 3.927 3.161  0.01
22 C 1.798 2.615 3.325  -0.11
23 H -3.193 2.389 -3.268  0.11
24 H -1.560 2.879 -3.803  0.10
25 H -2.656 4.089 -3.099  0.11
26 H -4.334 3.490 -1.596  0.12
27 H -5.433 3.929 0.527  0.14
28 H -4.244 3.731 2.687  0.13
29 H -1.861 3.069 2.705  0.13
30 H 0.715 -1.188 3.870  0.13
31 H 2.018 0.017 5.549  0.14
32 H 3.282 1.935 6.301  0.13
33 H 4.039 4.272 5.996  0.13
34 H 3.357 5.538 3.990  0.13
35 H 1.914 4.490 2.286  0.13
36 N 0.934 -5.223 -2.743  0.23
37 C 0.045 -4.933 -3.780  -0.15
38 C -0.266 -5.620 -4.948  0.03
39 C -1.206 -5.031 -5.765  -0.03
40 C -1.816 -3.807 -5.435  -0.03
41 C -1.504 -3.134 -4.274  -0.01
42 C -0.553 -3.720 -3.443  -0.21
43 N -0.018 -3.308 -2.212  -0.07
44 C 0.862 -4.237 -1.852  -0.26
45 C 1.609 -4.048 -0.619  -0.29
46 C 2.538 -4.815 0.004  -0.26
47 S 3.055 -4.054 1.443  1.20
48 C 2.015 -2.758 1.153  -0.40
49 N 1.315 -2.869 0.045  -0.14
50 H 1.527 -6.038 -2.688  0.19
51 H 0.198 -6.562 -5.206  0.13
52 H -1.487 -5.524 -6.686  0.13
53 H -2.551 -3.394 -6.112  0.12
54 H -1.986 -2.198 -4.019  0.11
55 H 2.936 -5.772 -0.293  0.11
56 H 1.929 -1.912 1.818  0.07
57 O 1.991 0.064 -3.580  0.17
58 C 1.334 -0.411 -2.815  -0.03

For the HOMO energy, the calculation gives -16.3295 eV. As for the spin multiplicity: 1. Its charge is +3. The LUMO energy comes out at -9.6 eV. For the energy above the lowest of the compared OMol25 structures with the same formula, charge and spin, the calculation gives 0.0000 eV.

Density functional theory data (ωB97M-V with the def2-TZVPD basis set) for a structure of composition C28H21Br4IN6NaO4P.

Each line ends with the Löwdin charge.
CARTESIAN COORDINATES (ANGSTROEM)
1 Na -0.020 -1.480 -0.028  0.34
2 Br -5.978 -1.655 -3.953  0.60
3 C -4.762 -1.816 -2.499  -0.79
4 C -5.226 -1.904 -1.205  -0.79
5 Br -7.090 -1.862 -0.831  0.60
6 C -4.291 -1.995 -0.155  -0.63
7 Br -4.874 -2.176 1.654  0.68
8 C -2.899 -1.989 -0.333  -0.45
9 O -2.081 -2.067 0.657  -0.20
10 C -2.397 -1.889 -1.717  -0.46
11 O -1.145 -1.876 -1.965  -0.16
12 C -3.374 -1.821 -2.732  -0.64
13 Br -2.682 -1.736 -4.506  0.67
14 N 4.658 -0.420 2.267  0.02
15 C 3.708 0.080 1.720  -0.04
16 H 4.553 -0.958 3.118  0.05
17 I -3.376 -2.149 7.062  0.77
18 C -1.841 -1.887 5.649  -0.73
19 C -0.764 -1.076 5.973  -0.17
20 C 0.243 -0.902 5.033  -0.03
21 C 0.189 -1.546 3.802  -0.12
22 C -0.902 -2.354 3.503  -0.02
23 C -1.934 -2.518 4.420  -0.15
24 C 1.308 -1.345 2.776  -0.62
25 O 2.066 -0.366 2.998  -0.10
26 O 1.346 -2.156 1.827  -0.04
27 H -0.717 -0.579 6.932  0.08
28 H 1.083 -0.251 5.235  0.11
29 H -0.980 -2.811 2.525  0.10
30 H -2.798 -3.114 4.158  0.08
31 C 2.100 2.469 0.043  -0.28
32 P 1.973 0.803 -0.736  1.02
33 C 1.038 1.210 -2.280  -0.36
34 C -0.154 1.926 -2.162  -0.11
35 C -0.987 2.105 -3.256  -0.09
36 C -0.649 1.569 -4.489  -0.12
37 C 0.533 0.855 -4.617  -0.10
38 C 1.367 0.675 -3.524  -0.09
39 C 3.641 0.558 -1.466  -0.41
40 C 4.463 1.600 -1.883  -0.09
41 C 5.700 1.344 -2.457  -0.10
42 C 6.130 0.035 -2.629  -0.11
43 C 5.318 -1.013 -2.217  -0.09
44 C 4.087 -0.750 -1.634  -0.11
45 H 1.448 2.480 0.916  0.02
46 H 1.808 3.264 -0.643  0.03
47 H 3.121 2.616 0.390  0.02
48 H -0.452 2.319 -1.198  0.06
49 H -1.922 2.640 -3.136  0.10
50 H -1.317 1.676 -5.333  0.09
51 H 0.795 0.408 -5.569  0.10
52 H 2.274 0.094 -3.639  0.10
53 H 4.131 2.625 -1.766  0.10
54 H 6.330 2.167 -2.775  0.09
55 H 7.096 -0.167 -3.076  0.09
56 H 5.649 -2.038 -2.336  0.10
57 H 3.465 -1.566 -1.283  0.11
58 N -3.806 3.595 1.102  0.11
59 N -2.987 2.478 1.276  -0.31
60 N -3.418 1.384 1.847  0.14
61 C -2.325 0.625 1.793  -0.19
62 N -1.294 1.270 1.220  0.05
63 N -1.745 2.463 0.893  0.04
64 H -4.713 3.222 0.837  0.09
65 H -3.419 4.087 0.303  0.08
66 H -2.301 -0.410 2.093  0.07

For the HOMO energy, the calculation gives -1.0429 eV. As for the spin multiplicity: 1. Its charge is -2. The LUMO energy comes out at 3.5 eV. For the energy above the lowest of the compared OMol25 structures with the same formula, charge and spin, the calculation gives 1.7298 eV.

Density functional theory data (ωB97M-V with the def2-TZVPD basis set) for a structure of composition C28H21ClN6OPSTi at a distorted geometry.

Each line ends with the Löwdin charge.
CARTESIAN COORDINATES (ANGSTROEM)
1 Ti 0.060 -0.051 -0.169  0.47
2 N -3.672 1.687 0.177  0.03
3 C -2.720 0.733 -0.163  -0.91
4 S -1.791 1.012 -1.618  0.54
5 N -2.657 -0.302 0.642  -0.03
6 N -1.543 -1.093 0.333  -0.21
7 C -1.585 -2.392 0.462  -0.06
8 C -0.494 -3.217 -0.053  -0.15
9 C -0.468 -4.573 0.300  -0.07
10 C 0.480 -5.449 -0.190  -0.13
11 C 1.445 -4.970 -1.080  -0.10
12 C 1.448 -3.646 -1.465  -0.03
13 C 0.496 -2.745 -0.967  -0.36
14 O 0.487 -1.507 -1.413  -0.23
15 H -4.063 2.160 -0.620  0.06
16 H -4.346 1.354 0.851  0.08
17 H -2.467 -2.848 0.901  0.12
18 H -1.227 -4.937 0.987  0.10
19 H 0.472 -6.488 0.113  0.08
20 H 2.199 -5.643 -1.472  0.09
21 H 2.187 -3.260 -2.154  0.11
22 Cl -0.456 0.738 2.800  0.74
23 C 0.459 2.178 3.135  -0.62
24 C 0.546 2.543 4.482  -0.11
25 C 1.195 3.710 4.832  -0.09
26 C 1.753 4.534 3.863  -0.08
27 C 1.663 4.152 2.531  -0.09
28 C 1.043 2.965 2.153  -0.34
29 P 0.927 2.475 0.365  1.04
30 C 2.659 2.314 -0.164  -0.40
31 C 2.836 1.964 -1.503  -0.11
32 C 4.110 1.789 -2.022  -0.08
33 C 5.220 1.954 -1.206  -0.08
34 C 5.052 2.286 0.130  -0.08
35 C 3.776 2.465 0.649  -0.08
36 C 0.491 4.069 -0.418  -0.35
37 C -0.871 4.353 -0.500  -0.10
38 C -1.298 5.576 -1.006  -0.08
39 C -0.368 6.510 -1.434  -0.10
40 C 0.991 6.230 -1.362  -0.09
41 C 1.417 5.010 -0.852  -0.09
42 H 0.092 1.901 5.224  0.10
43 H 1.260 3.986 5.878  0.10
44 H 2.247 5.457 4.132  0.10
45 H 2.092 4.791 1.770  0.10
46 H 1.978 1.813 -2.152  0.11
47 H 4.230 1.504 -3.060  0.10
48 H 6.216 1.792 -1.599  0.10
49 H 5.911 2.364 0.780  0.10
50 H 3.668 2.692 1.702  0.10
51 H -1.596 3.613 -0.182  0.07
52 H -2.357 5.788 -1.073  0.10
53 H -0.704 7.460 -1.833  0.10
54 H 1.719 6.955 -1.702  0.10
55 H 2.479 4.789 -0.817  0.10
56 N 1.800 -0.645 0.992  0.06
57 C 2.918 -0.973 1.085  -0.33
58 N 4.101 -1.466 1.214  0.06
59 C 5.033 -0.864 1.923  -0.44
60 N 5.921 -0.422 2.526  0.06

For the HOMO energy (alpha / beta), the calculation gives -2.7906 / -4.8256 eV. As for the spin multiplicity: 3. The expectation value of S² is 2.0224. Its charge is -1. The LUMO energy (alpha / beta) comes out at 2.5 / 2.5 eV. For the energy above the lowest of the compared OMol25 structures with the same formula, charge and spin, the calculation gives 1.0430 eV.